# 1
The following is a DFT calculation (ωB97M-V/def2-TZVPD) of the ion C7H14N with charge +1.

Atoms and positions in Å:
N 0.663 0.855 -0.821
C 1.720 1.482 0.042
C 0.992 -1.525 -0.290
C -0.055 -0.177 1.300
C -3.043 0.886 0.131
C 0.030 -0.451 -0.155
C -1.321 -0.900 -0.811
C -2.433 -0.097 -0.228
H -0.536 0.791 1.591
H 2.425 2.124 -0.529
H 0.607 -2.397 0.327
H -3.702 1.553 0.730
H -0.059 1.573 -0.775
H 2.338 0.616 0.433
H 1.118 0.625 -1.778
H 1.014 -1.851 -1.422
H -1.560 -1.824 -0.359
H -1.439 -0.982 -1.856
H 0.931 -0.360 1.747
H -0.886 -0.816 1.830
H 1.937 -1.316 0.149
H 1.259 2.191 0.743

Calculated values
SMILES = C#CCC(C)(C)[NH2+]C
Energy above the lowest of the compared OMol25 structures with the same formula, charge and spin = 2.6473 eV
Net charge = +1

Formally, the Mulliken partial charges of the atoms, in units of the elementary charge, are as follows: -0.036 -0.750 -1.536 -1.485 -0.140 0.729 -0.821 -0.450 0.419 0.357 0.393 0.362 0.419 0.286 0.432 0.369 0.409 0.504 0.410 0.370 0.441 0.319

***

# 2
The following is a DFT calculation (ωB97M-V/def2-TZVPD) of an isolated molecule of C26H30N4O4S.

Atoms and positions in Å:
S -3.797 0.986 0.682
O 1.356 -1.474 1.380
O -1.964 3.091 -2.102
O 4.174 2.353 1.867
O -0.104 -1.549 -2.932
N 0.176 -2.557 -0.229
N -0.357 2.558 1.017
N 0.559 0.037 -1.480
N -2.236 0.858 -1.895
C -2.484 -5.221 0.285
C 0.735 3.663 -0.791
C 1.063 -1.653 0.216
C -4.425 3.359 1.401
C -2.445 2.144 -1.509
C 3.872 0.090 -1.582
C 0.266 -4.341 1.431
C 0.399 1.305 -0.863
C 2.852 0.010 -0.645
C -0.650 -3.431 0.611
C -4.563 2.060 1.775
C 4.963 0.911 -1.348
C 4.023 1.579 0.760
C -1.502 -2.561 1.540
C 5.041 1.658 -0.191
C -0.211 1.411 0.384
C -3.277 2.310 -0.313
C 0.101 3.657 0.441
C 1.638 -0.823 -0.959
C 3.180 2.297 2.864
C -3.687 3.504 0.212
C 0.891 2.461 -1.457
C -0.227 -0.423 -2.471
C -1.522 -4.236 -0.367
C -1.329 0.513 -2.960
C 2.931 0.752 0.527
H -2.180 -1.932 0.964
H -2.086 -3.180 2.213
H -0.852 -1.927 2.137
H -3.047 -5.743 -0.486
H 0.027 -2.618 -1.230
H 3.814 -0.485 -2.494
H 0.957 -3.731 2.007
H -1.948 -5.963 0.871
H 5.757 0.971 -2.078
H -3.456 4.443 -0.257
H 0.839 -4.993 0.775
H -4.833 4.183 1.957
H -0.049 4.570 1.001
H 1.385 2.411 -2.416
H 3.073 1.285 3.267
H -0.595 0.535 0.891
H -5.068 1.660 2.632
H 5.880 2.308 0.002
H -2.097 -3.532 -0.975
H -2.674 0.104 -1.389
H 1.095 4.583 -1.222
H 1.879 -1.519 -1.772
H -3.193 -4.710 0.931
H -0.915 1.452 -3.338
H -0.314 -4.949 2.119
H -0.859 -4.786 -1.040
H -1.858 -0.003 -3.769
H 2.211 2.641 2.487
H 3.519 2.967 3.653
H 2.149 0.660 1.260

Calculated values
SMILES = CCC(C)(C)NC(=O)[C@H](c1cccc(OC)c1)N(C(=O)CNC(=O)c1cccs1)c1cccnc1
Energy above the lowest of the compared OMol25 structures with the same formula, charge and spin = 1.6810 eV
Net charge = 0

Formally, the Mulliken partial charges of the atoms, in units of the elementary charge, are as follows: -0.091 -0.661 -0.652 -0.494 -0.758 0.111 -0.534 0.555 -0.037 -1.386 -1.113 -0.333 -0.527 0.538 -0.593 -1.951 0.196 -1.297 1.263 -0.475 -0.747 0.522 -1.929 -0.643 -0.056 0.205 -0.771 0.394 -0.632 -0.536 -0.297 0.983 -0.623 -1.197 0.631 0.359 0.512 0.483 0.402 0.400 0.448 0.424 0.331 0.391 0.527 0.366 0.422 0.494 0.585 0.299 0.559 0.468 0.478 0.363 0.182 0.497 0.869 0.320 0.398 0.501 0.477 0.426 0.185 0.274 0.498

***

# 3
The following is a DFT calculation (ωB97M-V/def2-TZVPD) of a cluster of 7 separate species, C4H22NO8 in total.

Atoms and positions in Å:
O -0.208 -3.371 2.411
O 0.256 -0.801 2.989
O -1.180 3.652 -0.422
O 0.281 -0.948 -0.998
O -1.652 1.735 2.283
O 1.165 -2.102 -3.807
O -1.376 -2.883 -1.473
O -1.528 -0.215 0.499
N 0.185 1.911 -0.602
C 1.510 -0.954 -0.359
C 1.558 1.559 -0.629
C 1.782 0.447 0.412
C -0.020 3.299 -1.015
H -0.304 -0.597 2.228
H 0.223 -2.371 -3.614
H 0.302 -2.645 2.647
H -1.750 3.180 0.254
H 1.720 -1.547 0.509
H 0.648 0.034 3.220
H -0.663 -2.248 -1.429
H -1.870 1.112 1.404
H -0.614 -0.532 -0.048
H -0.558 1.165 -0.953
H -1.035 -3.257 2.904
H -2.179 -0.449 -0.099
H 2.016 1.265 -1.612
H -1.484 -3.428 -0.718
H 0.602 4.114 -0.444
H -0.791 2.010 2.091
H 2.727 0.684 0.769
H 2.229 -1.094 -1.050
H -0.185 3.333 -2.108
H 2.260 2.387 -0.287
H 0.974 0.502 1.122
H 1.390 -1.647 -2.884

Calculated values
Energy above the lowest of the compared OMol25 structures with the same formula, charge and spin = 3.1519 eV
Net charge = -1

Formally, the Mulliken partial charges of the atoms, in units of the elementary charge, are as follows: -0.632 -0.733 -0.573 -0.851 -0.711 -0.721 -0.717 -0.772 0.164 -0.791 -0.822 -0.277 -0.266 0.412 0.332 0.339 0.356 0.180 0.333 0.436 0.385 0.235 0.112 0.296 0.271 0.193 0.274 0.244 0.305 0.809 0.688 0.261 0.395 -0.540 0.387

***

# 4
The following is a DFT calculation (ωB97M-V/def2-TZVPD) of a cluster of 2 separate species, C17H22N in total.

Atoms and positions in Å:
N -1.797 -0.682 1.565
C -1.687 -1.141 3.906
C 3.218 2.051 -1.592
C 0.879 1.311 -1.432
C 0.421 -1.217 -1.413
C 5.146 0.451 -1.578
C 1.868 2.358 -1.549
C -3.304 -2.272 2.537
C -2.732 -2.051 3.787
C -0.457 1.682 -1.298
C 1.446 3.795 -1.626
C -2.798 -1.554 1.437
C 2.721 -0.302 -1.528
C -4.432 -3.246 2.378
C -1.232 -0.478 2.752
C -1.661 0.850 -1.212
C 3.674 0.726 -1.564
C 1.357 -0.055 -1.452
H -0.270 -1.211 -2.266
H -0.394 0.222 2.796
H 0.902 4.006 -2.560
H 0.998 -2.147 -1.486
H 5.633 0.889 -0.695
H -1.759 0.380 -0.218
H -1.743 0.062 -1.974
H -3.215 -1.700 0.432
H -5.281 -2.987 3.022
H -3.114 -2.593 4.650
H -4.135 -4.266 2.655
H 5.331 -0.627 -1.582
H 5.620 0.898 -2.462
H -4.788 -3.269 1.343
H -1.207 -0.924 4.855
H 2.344 4.425 -1.601
H 3.065 -1.338 -1.559
H -2.525 1.523 -1.342
H -0.170 -1.259 -0.488
H -0.666 2.743 -1.205
H 0.801 4.079 -0.783
H 3.943 2.869 -1.652

Calculated values
Energy above the lowest of the compared OMol25 structures with the same formula, charge and spin = 0.3278 eV
Net charge = +1

Formally, the Mulliken partial charges of the atoms, in units of the elementary charge, are as follows: -0.468 -0.658 -0.886 0.803 -1.606 -1.436 1.033 0.674 -0.323 0.096 -1.867 -0.206 -0.967 -1.399 -0.348 -0.934 0.594 1.392 0.351 0.404 0.406 0.380 0.352 0.072 0.381 0.308 0.335 0.418 0.322 0.367 0.362 0.342 0.375 0.353 0.301 0.399 0.217 0.271 0.414 0.376

***

# 5
The following is a DFT calculation (ωB97M-V/def2-TZVPD) of an isolated molecule of C3H5ClN2.

Atoms and positions in Å:
Cl 2.049 -0.306 2.448
N 0.208 1.017 -1.721
N -0.952 -0.439 -0.232
C 0.960 0.149 1.166
C -0.005 -0.674 0.794
C -0.766 0.315 -1.378
H -1.649 0.333 -2.029
H 1.036 0.899 -1.138
H 1.087 1.192 0.869
H -0.126 -1.598 1.371
H -1.843 -0.889 -0.149

Calculated values
SMILES = [H]/N=C\N/C=C/Cl
Energy above the lowest of the compared OMol25 structures with the same formula, charge and spin = 0.4093 eV
Net charge = 0

Formally, the Mulliken partial charges of the atoms, in units of the elementary charge, are as follows: -0.197 -0.655 -0.176 -0.374 -0.165 0.094 0.331 0.266 0.376 0.278 0.223

***

# 6
The following is a DFT calculation (ωB97M-V/def2-TZVPD) of a structure of composition C22H43Br3O15S3.

Atoms and positions in Å:
Br 0.303 1.703 -0.003
Br 1.304 -1.232 -0.740
Br -1.492 0.065 -2.045
S -3.240 -2.805 -0.331
S -1.333 -3.384 4.713
S 3.031 2.572 -3.313
O -4.413 0.180 -7.431
O -5.578 -0.831 -5.828
O 1.627 2.012 5.264
O 4.147 1.784 -2.811
O 2.574 3.602 -2.109
O 3.485 -1.439 2.380
O -0.873 -1.875 4.286
O -1.840 -4.041 3.539
O -2.130 -3.196 5.898
O -2.263 -2.374 0.643
O 4.648 0.135 1.337
O 3.140 3.292 -4.561
O 1.549 3.641 3.719
O -4.226 -1.560 -0.681
O -2.820 -3.307 -1.603
C -5.334 -1.720 -4.726
C 0.054 -1.712 3.185
C -4.701 -0.734 0.417
C 2.340 4.087 2.639
C 0.215 -4.134 5.178
C -6.206 -1.010 0.599
C 3.287 2.089 3.515
C 4.816 -0.808 -0.835
C -3.894 -1.437 -4.339
C 2.065 2.514 4.270
C 1.993 5.790 -1.299
C 2.692 5.000 -2.400
C 4.546 -1.892 0.214
C 1.565 1.506 -3.419
C -3.245 -0.997 -5.648
C -0.285 -0.086 -0.508
C 4.137 -1.106 1.434
C -4.322 -3.943 0.563
C 5.225 0.383 0.043
C 3.208 2.911 2.260
C 0.130 -0.204 3.009
C -4.434 -0.429 -6.401
H -5.386 -2.756 -5.064
H 0.754 -3.349 5.704
H -0.875 0.138 2.762
H -6.416 -2.069 0.621
H 3.745 5.281 -2.498
H -4.553 -3.460 1.505
H 4.198 3.108 1.843
H 6.309 0.440 0.147
H -3.423 -2.289 -3.845
H 1.561 0.834 -2.577
H -3.762 -0.677 -3.566
H -2.387 -0.332 -5.644
H -4.450 0.311 0.267
H -4.253 -1.021 1.371
H -6.580 -0.641 1.558
H -3.690 -4.812 0.728
H 0.724 -4.339 4.238
H 4.829 1.325 -0.329
H 3.246 1.006 3.389
H -6.766 -0.482 -0.172
H 1.777 4.515 1.805
H 4.131 2.196 4.203
H 2.956 4.968 2.873
H 2.780 2.272 1.480
H 5.675 -1.006 -1.475
H 5.528 -2.311 0.450
H -5.158 -4.105 -0.109
H 0.708 2.173 -3.296
H 1.484 1.272 -4.477
H 3.980 -0.524 -1.469
H 0.909 0.013 2.280
H 0.397 0.194 3.986
H 0.990 -2.159 3.531
H 2.428 5.635 -0.312
H -0.834 -0.517 0.320
H 0.946 5.505 -1.207
H -6.004 -1.566 -3.886
H 2.109 6.835 -1.585
H 2.281 5.209 -3.391
H 0.026 -5.040 5.741
H 3.836 -2.679 -0.019
H -0.291 -2.253 2.298
H -2.932 -1.855 -6.252

Calculated values
Energy above the lowest of the compared OMol25 structures with the same formula, charge and spin = 1.2661 eV
Net charge = 0

Formally, the Mulliken partial charges of the atoms, in units of the elementary charge, are as follows: 0.092 0.049 0.066 0.825 1.143 1.087 -0.584 -0.359 -0.606 -0.588 -0.096 -0.606 -0.330 -0.562 -0.638 -0.349 -0.283 -0.660 -0.379 -0.197 -0.601 -0.411 -0.277 -0.206 -0.415 -0.914 -1.223 -0.042 -0.007 0.060 0.435 -0.986 -0.379 -0.849 -0.508 -0.392 -0.191 0.699 -1.090 -0.331 0.379 -0.465 0.481 0.242 0.353 0.297 0.303 0.349 0.308 0.399 0.291 0.275 -0.270 -0.182 0.293 0.396 0.217 0.378 0.444 0.301 0.172 -0.089 0.320 0.157 0.296 0.246 -0.360 0.474 0.349 0.345 0.314 0.525 -0.213 -0.232 0.346 0.354 0.132 0.025 0.295 0.321 0.393 0.395 0.382 0.290 0.349 0.227

***

no.,E_HOMO (eV)
1,-13.92
2,-8.43
3,-5.34
4,-11.91
5,-8.83
6,-10.11